No. 1
A single C29H29N3O7S molecule at a distorted geometry, computed with the ωB97M-V functional and the def2-TZVPD basis.

The SMILES is COc1ccc([C@@H]2CC(c3ccccc3)=NN2C(=O)COC(=O)c2cccc(S(=O)(=O)N3CCOCC3)c2)cc1. The LUMO energy is 0.10 eV. The value obtained for the relative energy (zero: lowest compared OMol25 entry of this formula, charge and spin) is 0.418 eV. For the HOMO energy, the calculation gives -8.19 eV. The net charge is 0.

Geometry (Å):
S 1.5121 -1.6856 -0.8042
O -3.7580 2.9335 1.1578
O 1.3527 -0.3134 -1.2098
O -1.4116 0.9541 2.5624
O -4.5926 -2.4238 -1.5154
O -3.3233 -0.1972 2.8850
O 1.5261 -2.6807 -1.8329
O 5.4189 -0.9296 1.0774
N -0.3412 2.5052 0.5996
N -1.6696 2.6099 0.3780
N 2.9472 -1.8643 0.0740
C 4.0726 -1.6092 -0.8149
C 2.9942 -0.9856 1.2284
C -2.0594 2.2099 2.7282
C -4.0436 -1.1795 -1.4642
C 4.5210 2.3371 -0.6596
C -2.7062 1.2722 -1.3169
C -1.4461 -1.2778 1.8918
C 5.3731 -1.7905 -0.0364
C -2.5992 2.6414 1.3581
C -2.6503 -1.1259 -1.5048
C -4.0923 1.2168 -1.3009
C -4.7615 0.0082 -1.3744
C 3.7865 2.3239 -1.8347
C -0.3567 -1.0236 1.0650
C -1.3045 -3.6214 1.3546
C 3.8679 2.4406 0.5590
C 4.3364 -1.1730 1.9401
C -5.9931 -2.5417 -1.4322
C -2.0035 2.5849 -1.0680
C -0.2286 -3.3671 0.5165
C 0.2970 2.5610 -0.5126
C -1.9214 -2.5795 2.0265
C -1.9916 0.0819 -1.4239
C -2.1810 -0.1398 2.5114
C -0.6187 2.7217 -1.7080
C 2.4894 2.5154 0.6020
C 0.2278 -2.0694 0.3818
C 2.4079 2.4134 -1.8003
C 1.7402 2.5010 -0.5786
H -6.3750 -2.1242 -0.4955
H 4.3946 -2.2002 2.3312
H -0.9124 0.0808 -1.4413
H 4.0006 -2.3187 -1.6391
H 4.2932 2.2410 -2.7854
H 0.2471 -4.1471 -0.0565
H -5.8392 0.0082 -1.3464
H 5.5976 2.2606 -0.6893
H -2.7838 -2.7529 2.6522
H 2.1773 -1.2562 1.8993
H -6.2004 -3.6103 -1.4625
H 4.0157 -0.5836 -1.2086
H 1.9654 2.5850 1.5432
H 5.4562 -2.8359 0.2955
H -1.2988 2.9021 3.0902
H -0.4677 3.7022 -2.1652
H 4.4317 -0.4623 2.7623
H -4.6617 2.1284 -1.2052
H 2.8807 0.0615 0.9161
H -2.0969 -2.0484 -1.5887
H 6.2307 -1.5331 -0.6592
H -2.6720 3.4218 -1.2852
H 0.0109 -0.0193 0.9266
H 4.4395 2.4491 1.4754
H -6.4889 -2.0543 -2.2778
H -2.8971 2.1315 3.4266
H -1.6763 -4.6286 1.4628
H -0.4365 1.9553 -2.4587
H 1.8488 2.3941 -2.7220

Forces on atoms 1 to 3 (eV/Å):
0.16 -0.37 0.33
-0.12 0.04 -0.06
-0.13 0.08 0.22


No. 2
A molecular structure, C29H30BCuN9O2S2, computed with the ωB97M-V functional and the def2-TZVPD basis.

The multiplicity is 2. The LUMO energy (alpha / beta) is 0.15 / -0.40 eV. The value obtained for the relative energy (zero: lowest compared OMol25 entry of this formula, charge and spin) is 0.000 eV. For the HOMO energy (alpha / beta), the calculation gives -7.08 / -7.09 eV. The net charge is 0.

Geometry (Å):
Cu 0.0138 -0.3459 1.0410
S -2.3796 -0.4588 0.9052
S 0.3493 -2.4961 0.1193
O -0.1206 1.5310 1.6355
O -0.7856 0.8325 -5.4621
N 1.9801 -1.9223 6.8837
N 0.7183 -0.9646 3.0273
N -1.3427 -2.0348 -1.9670
N -2.4714 -2.9677 2.1192
N -2.2154 -3.3032 -0.4312
N 1.5843 0.5205 -0.1243
N 2.2576 4.8776 -3.1045
N -2.4733 -1.2675 3.4824
N 2.3990 5.0400 -1.8828
C 1.9725 3.1594 -4.7550
C 0.4931 2.3731 0.8641
C 1.2659 2.1389 -5.3823
C 0.7031 -2.2258 3.4723
C -2.4172 0.1005 3.9660
C 2.4670 -0.0202 -0.9276
C 1.8491 4.1073 -0.9437
C 1.5519 -0.2858 5.1645
C 1.1366 -0.0202 3.8789
C 1.4299 1.8702 -0.1100
C -2.4442 -1.6281 2.1739
C 0.1618 3.5067 -3.2228
C 1.0303 4.5933 0.0437
C -0.2643 0.1168 -6.5663
C 1.1006 -2.5903 4.7400
C -0.4493 -1.0942 -2.6128
C 2.1345 2.7168 -0.9846
C 0.3460 3.7526 0.9324
C -3.1678 -3.0977 -1.4014
C -2.5298 -3.4487 3.4087
C 3.2758 0.7538 -1.7779
C -0.5576 2.5148 -3.8543
C 3.1019 2.1083 -1.8161
C -1.1100 -2.6354 -0.7826
C 1.4533 3.8185 -3.6557
C 1.5446 -1.6065 5.6272
C -0.0028 1.8109 -4.9245
C -2.6366 -2.3055 -2.3576
C -2.5326 -2.4001 4.2603
B -2.4932 -4.0087 0.9215
H -2.0675 0.0844 4.9967
H -4.1466 -3.5329 -1.3188
H 2.1146 -1.1881 7.5543
H -3.0470 -1.9168 -3.2720
H -1.7287 0.6755 3.3491
H -2.5547 -2.3548 5.3342
H 0.6539 -0.4139 -6.2988
H 0.8721 5.6645 0.0921
H -0.3224 4.1680 1.6748
H 2.5342 -1.1016 -0.9126
H -0.2792 4.0368 -2.3901
H 2.9525 3.4445 -5.1176
H -1.6500 -4.8358 1.1652
H -1.0271 -0.6036 -6.8489
H -3.6039 -4.4804 0.8549
H 1.0632 -3.6308 5.0367
H -0.4401 -0.1478 -2.0686
H -0.0648 0.7799 -7.4115
H 0.5600 -1.4990 -2.6264
H -1.5612 2.2666 -3.5331
H 3.7098 2.7211 -2.4683
H 1.7917 -2.8368 7.2515
H 1.7084 1.6293 -6.2255
H 1.1122 0.9925 3.4954
H -3.4017 0.5651 3.9175
H -2.5568 -4.5060 3.6035
H 1.8836 0.5235 5.8025
H -0.7971 -0.9158 -3.6272
H 4.0165 0.2671 -2.3973
H 0.3496 -2.9699 2.7681

Forces on atoms 1 to 3 (eV/Å):
0.06 0.06 -0.08
0.03 -0.01 0.05
-0.01 0.00 0.03


No. 3
A molecular structure, C29H30Cl3F3GeN10O6PSbScTe, computed with the ωB97M-V functional and the def2-TZVPD basis.

The multiplicity is 2. The LUMO energy (alpha / beta) is 3.59 / 3.18 eV. The value obtained for the relative energy (zero: lowest compared OMol25 entry of this formula, charge and spin) is 1.024 eV. For the HOMO energy (alpha / beta), the calculation gives -3.53 / -3.70 eV. The net charge is -2.

Geometry (Å):
Te 2.0195 0.3796 -4.8343
Sb -1.3203 -0.5535 2.3022
Ge -1.2613 4.2278 -0.8103
Sc -0.0242 1.3795 -1.2244
Cl -2.0861 6.2529 -0.2784
Cl -1.3349 3.2089 1.2550
Cl -3.2058 3.1671 -1.3940
P 2.4353 2.1479 -3.2380
F -7.4776 -0.7565 1.1581
F 0.3497 -6.5982 2.7562
F -1.5387 -0.2061 8.6253
O 3.8654 1.8670 -2.5839
O 1.1168 -0.2252 -1.7993
O 1.5860 2.4627 -2.0377
O 2.6146 3.4022 -4.1877
O 2.7827 -1.1768 -2.8832
O 1.8172 -1.4633 0.5518
N -0.8710 1.7710 -3.2522
N -1.7389 -1.1774 -0.4817
N -2.6094 0.1576 -3.5534
N -2.5030 -2.0839 -0.9675
N 2.0495 1.5538 1.5186
N -0.9757 2.6866 -5.1982
N -2.9374 -1.7366 -2.1879
N -0.3712 2.7375 -4.0671
N -1.6437 -0.1496 -1.3643
N -1.8992 1.7091 -5.2024
C -1.0154 -4.9618 1.7378
C 5.0064 1.4586 -3.3392
C -0.8514 -2.6551 2.4605
C -1.4116 -3.6321 1.6427
C 0.5495 -4.3591 3.4741
C -1.5169 -0.4221 4.4880
C -6.1439 -0.7321 1.4311
C 4.0677 -1.1527 -0.2767
C -0.0443 -5.2961 2.6554
C 2.6523 -3.1750 -0.8044
C 6.2252 1.6586 -2.4656
C 2.1553 -0.9574 -1.8336
C -2.6666 -0.7106 5.2196
C -2.3892 -0.5508 -2.3972
C -4.2158 -1.8017 2.3166
C 1.2580 1.5465 0.6700
C -3.4380 -0.6960 1.9889
C -5.5773 -1.8299 2.0441
C 1.4751 5.2811 -5.1487
C 2.0304 4.6905 -3.8754
C -2.6859 -0.6408 6.6080
C 0.1351 -3.0392 3.3649
C -0.3841 -0.0266 5.2006
C -5.4110 0.3807 1.0801
C -0.3724 0.0465 6.5886
C -1.5310 -0.2709 7.2634
C -1.8048 1.1797 -3.9923
C -4.0517 0.3885 1.3646
C 2.6551 -1.6718 -0.5552
H 2.2701 5.4721 -5.8715
H -2.1420 -3.3618 0.8911
H 1.2479 4.5551 -3.1300
H 3.1898 -3.4135 -1.7204
H -3.1749 -0.3011 -4.2464
H 4.0497 -0.0779 -0.0944
H 1.6236 -3.5279 -0.8840
H 1.3206 -4.6588 4.1713
H 0.9746 6.2237 -4.9225
H 0.5077 0.3522 7.1384
H 3.1202 -3.6768 0.0443
H 4.8817 0.4079 -3.6109
H 5.0721 2.0490 -4.2581
H -3.4690 1.2529 1.0665
H 2.8278 5.3064 -3.4514
H 6.1315 1.0745 -1.5514
H 0.7508 4.5964 -5.5866
H 7.1221 1.3358 -2.9981
H -3.5788 -0.8656 7.1771
H -5.8857 1.2130 0.5793
H 4.4550 -1.6510 0.6134
H 1.9576 -0.5620 0.8839
H -3.7609 -2.6653 2.7869
H -6.1899 -2.6881 2.2865
H 0.5181 0.2495 4.6640
H 6.3372 2.7077 -2.1931
H 0.6061 -2.3016 4.0037
H -1.4422 -5.7251 1.1009
H -3.5771 -0.9937 4.7061
H 4.7190 -1.3594 -1.1265

Forces on atoms 1 to 3 (eV/Å):
-0.20 0.18 -0.22
-0.10 -0.08 0.18
-0.34 -0.08 0.06


No. 4
A molecular structure, C29H30CoFN2O5 at a distorted geometry, computed with the ωB97M-V functional and the def2-TZVPD basis.

The multiplicity is 4. The LUMO energy (alpha / beta) is 2.72 / 2.72 eV. The value obtained for the relative energy (zero: lowest compared OMol25 entry of this formula, charge and spin) is 0.286 eV. For the HOMO energy (alpha / beta), the calculation gives -4.74 / -4.85 eV. The net charge is -1.

Geometry (Å):
Co 7.2944 -13.0558 10.2558
F 7.6933 -10.9547 9.4016
O 8.0605 -14.7412 10.7653
O 8.9964 -12.3759 11.6094
O 6.1902 -11.2829 13.6300
O 9.8934 -15.8432 11.6315
O 6.2174 -12.1032 11.5613
N 6.4408 -16.4003 18.0303
N 7.1727 -13.3719 8.2477
C 6.3873 -15.4678 14.6018
C 6.7673 -17.1169 6.2806
C 7.1544 -12.2464 6.0518
C 7.0459 -14.6538 7.6260
C 6.9109 -15.1349 13.3581
C 8.9342 -14.7552 11.8425
C 7.5577 -10.9951 7.9905
C 4.7198 -14.8707 9.9810
C 4.2051 -13.4308 7.9692
C 5.8847 -15.3807 7.7632
C 10.5306 -14.9173 7.9036
C 7.3076 -12.2636 7.4678
C 10.1356 -14.6125 5.4579
C 8.2867 -11.8743 12.7842
C 4.6286 -14.8555 8.4570
C 9.0758 -15.2109 14.2909
C 7.3955 -11.1290 5.3105
C 8.1720 -15.2407 6.9381
C 8.5963 -15.5903 15.5229
C 7.9971 -16.4613 6.2995
C 7.2285 -15.7249 15.6804
C 6.7670 -11.7382 12.6624
C 8.2907 -15.0161 13.1741
C 9.8203 -13.5144 11.7491
C 6.6814 -16.1111 16.9526
C 7.7401 -9.8331 7.2728
C 5.7206 -16.5538 7.0048
C 7.6426 -9.8583 5.8988
C 9.5078 -14.5047 6.8337
H 10.4991 -13.4433 12.6672
H 8.8826 -16.9006 5.7656
H 8.0079 -8.9167 7.7694
H 5.2904 -15.7771 10.3453
H 3.1425 -13.1854 8.1510
H 10.8151 -13.8465 5.2038
H 8.4539 -12.4917 13.6202
H 7.3962 -11.3005 4.2199
H 9.6699 -16.1380 10.7375
H 9.1803 -13.4890 6.9924
H 10.1475 -15.1218 14.1262
H 10.4163 -13.5840 10.9090
H 9.3941 -14.5564 4.6053
H 10.0943 -14.7529 8.8540
H 8.7718 -10.9334 13.0645
H 6.3094 -14.9399 12.5175
H 3.7463 -14.9610 10.4086
H 5.0583 -13.9107 10.3959
H 10.8566 -15.9532 7.8608
H 7.9220 -9.0189 5.2959
H 6.6450 -17.9953 5.6226
H 9.2834 -15.8250 16.3297
H 4.7762 -17.0572 7.0084
H 4.3399 -13.2839 6.8721
H 10.6820 -15.5577 5.2842
H 11.3634 -14.2376 7.7680
H 5.3101 -15.4730 14.7854
H 6.9389 -13.1851 5.5867
H 3.8822 -15.5527 8.1330
H 4.7461 -12.6246 8.4789

Forces on atoms 1 to 3 (eV/Å):
0.52 0.16 -0.76
-0.02 0.16 -1.19
0.49 -0.43 1.20


No. 5
A molecular structure, C29H30F5O6Tl at a distorted geometry, computed with the ωB97M-V functional and the def2-TZVPD basis.

The LUMO energy is 3.11 eV. For the HOMO energy, the calculation gives -0.40 eV. The net charge is -2.

Geometry (Å):
Tl -0.1587 -1.3621 0.4807
F 3.7883 3.5835 3.2641
F 4.3868 2.2302 5.5958
F 1.7033 -1.3911 4.2203
F 3.3569 -0.2683 6.1074
F 2.1539 2.4908 1.4699
O -4.2148 -5.5493 -5.5373
O -6.8648 -5.9207 -3.3282
O -0.7828 -4.5678 -0.9396
O -6.3635 -3.8615 -2.6341
O -4.4855 -7.4685 -4.3434
O 1.3206 -0.2874 2.1329
C -2.4239 0.3846 0.9009
C -2.7546 -4.7502 0.3829
C -6.0107 -4.9521 -3.0079
C 1.7734 1.3728 -1.2685
C -2.5436 -5.9604 -1.9058
C -1.2377 -6.7467 0.1225
C -2.2061 -4.7695 -2.8835
C 2.1760 -0.8903 -1.1184
C -1.2141 -3.8777 -2.1289
C -8.2414 -5.5620 -3.2339
C 2.5025 0.3789 -0.5868
C -1.3249 2.1911 -0.0226
C -1.5484 0.9356 1.8918
C 3.5748 1.6829 4.6813
C -4.0808 -6.1420 -1.8977
C -4.3727 -6.2645 -4.3960
C 2.4534 1.7855 2.6082
C -2.2842 1.1797 -0.2822
C -5.3358 -5.1590 -6.4463
C 0.9833 0.7358 -2.2593
C -1.8341 -5.5207 -0.5708
C -0.8849 2.0338 1.3117
C 1.2331 -0.6644 -2.1807
C 3.2891 2.3634 3.5320
C -3.5591 -4.1319 -3.2642
C 1.9795 0.5131 2.9043
C 2.2497 -0.1736 4.0847
C 3.0777 0.4154 4.9809
C -4.5234 -5.3632 -3.1592
H -3.4884 -5.4156 0.8462
H -3.5917 -3.6794 -4.2842
H -4.4499 -7.1888 -2.0183
H -2.7017 0.9640 -1.2521
H 3.1426 0.5602 0.2449
H -2.0255 -7.4811 0.3415
H -3.8787 -3.3889 -2.4960
H -0.7944 -6.4291 1.0694
H -3.2608 -3.9111 -0.1207
H 2.4910 -1.8442 -0.7008
H -0.4724 -7.2268 -0.4987
H -1.7610 -5.1870 -3.8184
H 0.7186 -1.4236 -2.7557
H -8.5115 -5.0999 -2.2681
H -1.6986 -2.9534 -1.7471
H -3.0069 -0.5304 1.0010
H -0.9297 2.9087 -0.7279
H 0.2704 1.2420 -2.8991
H -2.1130 -6.9106 -2.3185
H -8.4473 -4.8608 -4.0582
H -1.3654 0.5309 2.8745
H -0.3537 -3.6128 -2.7798
H -0.1104 2.6181 1.7475
H -8.7781 -6.5010 -3.3907
H -6.3297 -5.4315 -6.0570
H -4.5492 -5.6493 -1.0087
H 1.7628 2.4222 -1.0286
H -2.1422 -4.3146 1.1867
H -5.1811 -5.6109 -7.4375
H -5.2394 -4.0704 -6.5051

Forces on atoms 1 to 3 (eV/Å):
0.28 0.71 0.09
0.28 0.07 0.48
0.85 0.75 0.87


No. 6
A molecular structure, C29H30IN8RuS3 at a distorted geometry, computed with the ωB97M-V functional and the def2-TZVPD basis.

The multiplicity is 2. The LUMO energy (alpha / beta) is -6.65 / -6.30 eV. The value obtained for the relative energy (zero: lowest compared OMol25 entry of this formula, charge and spin) is 2.434 eV. For the HOMO energy (alpha / beta), the calculation gives -12.96 / -12.96 eV. The net charge is +2.

Geometry (Å):
I -1.5113 -2.2101 1.1892
Ru -0.2266 0.0874 0.1950
S 1.4813 2.0950 1.0584
S -3.0987 2.0686 3.5855
S -1.4999 4.1091 -2.2452
N -1.4435 1.2990 1.7955
N 1.2827 2.5261 3.7296
N -1.3289 -2.0937 -3.7574
N -0.8895 -0.6229 -1.8453
N 2.1508 0.5316 3.0557
N -0.9178 2.0651 -0.8204
N 0.1093 2.0406 -2.9302
N -1.2558 0.0963 3.8182
C -0.7164 5.2691 5.1376
C -0.1716 -2.6519 -5.8395
C 2.6367 -0.6647 -0.3904
C -1.1737 -4.4475 -4.4209
C -2.1033 2.3996 1.2750
C -0.7460 6.1942 4.1047
C 0.6194 3.7880 3.7838
C 3.8241 -2.7413 -0.1443
C 3.7938 -1.4465 -0.5775
C -2.1636 3.9903 -0.6623
C -1.1098 -1.3439 -2.7303
C 2.7074 -4.6788 0.8852
C 0.3752 -3.2455 1.0790
C 0.3878 -4.5491 1.4813
C -0.9130 -3.9889 -5.8567
C -0.6839 2.5910 -1.9965
C -1.9910 -3.4035 -3.6683
C 0.6121 4.7255 2.7557
C 1.5894 -5.2732 1.3995
C -0.0399 4.0736 4.9786
C -1.0065 -1.6069 -5.1107
C -0.0787 5.9166 2.9223
C -1.7548 2.8528 -0.0536
C 2.6850 -3.3348 0.4457
C 1.5054 -1.1884 0.1877
C -3.0327 2.9320 2.1023
C -1.8340 1.0268 3.0140
C 1.4922 -2.5584 0.5730
C 1.6414 1.7320 2.7184
H 0.5588 1.1670 -2.7196
H 4.6612 -1.0068 -1.0508
H 4.7204 -3.3378 -0.2571
H -1.7179 -5.3919 -4.4123
H -0.2207 -4.6076 -3.9101
H -0.4773 -0.6584 -5.0250
H -2.9850 -3.3169 -4.1166
H 0.0288 -2.3046 -6.8532
H -0.0278 3.3485 5.7856
H -0.3256 -4.7369 -6.3878
H 3.6297 -5.2390 0.8044
H -1.2237 5.4768 6.0699
H -0.5102 -5.0196 1.8578
H 1.6065 -6.3001 1.7363
H -2.1110 -3.6685 -2.6185
H 2.4022 0.3210 4.0103
H 2.6642 0.3701 -0.7066
H -1.7925 -0.2547 4.5954
H -3.6933 3.7616 1.9185
H 1.1598 4.5545 1.8469
H 0.2315 2.4648 -3.8310
H -0.0713 6.6444 2.1218
H -1.8618 -3.8777 -6.3891
H 0.7887 -2.7729 -5.3315
H 1.4426 2.1426 4.6517
H -1.2697 7.1318 4.2314
H 2.6100 0.0006 2.3335
H -0.6703 -0.5838 3.3568
H -1.9423 -1.4322 -5.6494
H -2.8070 4.7654 -0.2829

Forces on atoms 1 to 3 (eV/Å):
1.42 0.41 -0.59
-0.18 1.32 -0.65
-0.53 -0.37 -0.14